Here is a structure of composition C51H47F6N4O3PS5Sc at a distorted geometry from OMol25. Energies are from wB97M-V/def2-TZVPD.

Computed properties:
charge: +2
2S+1: 2
F_max: 1.1 eV/A
HOMO energy (spin up / spin down): -12.51 / -12.51 eV
energy relative to the best compared isomer or geometry (same formula, charge and spin): 8.9 kcal/mol
total energy: -6108.477564 hartree
gap between HOMO and LUMO (spin up / spin down): 7.24 / 6.08 eV

Element x y z (Å)
Sc  0.181541  -1.999107  0.886279
C  1.194548  -8.399642  -1.254303
S  2.075976  -6.837722  -1.490312
C  1.068764  -5.728919  -0.534502
S  1.743492  -5.921215  1.008918
N  0.179421  -5.044094  -1.130199
N  -0.533905  -4.060841  -0.426441
C  -1.766289  -4.114994  -0.729234
C  -2.747587  -3.182887  -0.176608
C  -4.080564  -3.361486  -0.494794
C  -5.026385  -2.525590  0.079365
C  -4.587155  -1.570587  0.972733
C  -3.226949  -1.463848  1.230691
N  -2.303445  -2.230025  0.654599
H  1.725257  -9.131510  -1.860550
H  0.170787  -8.303282  -1.608161
H  1.226334  -8.699493  -0.210915
H  -2.116070  -4.893360  -1.402455
H  -4.367880  -4.154105  -1.173552
H  -6.077699  -2.633553  -0.154608
H  -5.277469  -0.908580  1.479127
H  -2.874523  -0.754509  1.959568
C  -5.594703  4.409567  3.564672
C  -4.488771  3.508887  3.087989
C  -3.285946  3.415832  3.789673
C  -2.251206  2.616002  3.340931
C  -2.429139  1.869296  2.179905
C  -3.624918  1.941289  1.464328
C  -4.646425  2.755200  1.924862
S  -1.119032  1.034716  1.345779
O  -0.700250  -0.272306  2.038760
C  0.209890  2.187482  1.571305
C  1.102930  2.074665  2.652756
C  2.208840  2.869220  2.662194
C  2.479712  3.760873  1.592480
C  3.677196  4.519947  1.551941
C  3.957860  5.317560  0.484043
C  3.050303  5.412377  -0.600390
C  1.883674  4.708263  -0.588118
C  1.570399  3.860457  0.509543
C  0.409797  3.044618  0.516973
C  -0.534652  2.977856  -0.651745
C  -1.545243  3.967486  -0.824484
C  -1.596795  5.129275  -0.010718
C  -2.608786  6.031689  -0.162651
C  -3.617861  5.823327  -1.133060
C  -3.593211  4.713027  -1.924578
C  -2.560835  3.753122  -1.786663
C  -2.558992  2.558867  -2.553965
C  -1.593963  1.613567  -2.382198
C  -0.570719  1.850422  -1.440529
S  0.633721  0.586624  -1.054629
O  -0.157940  -0.739469  -0.936476
C  1.601378  0.684404  -2.524865
C  2.827136  1.306465  -2.322971
C  3.611874  1.634858  -3.422444
C  3.201714  1.316367  -4.710511
C  4.042207  1.670942  -5.906502
C  1.973279  0.662379  -4.881497
C  1.163238  0.359318  -3.806793
H  -5.267696  5.046047  4.385068
H  -6.445998  3.821109  3.912804
H  -5.950931  5.045720  2.752829
H  -3.150996  3.998764  4.692762
H  -1.317586  2.578892  3.888505
H  -3.737584  1.389039  0.536877
H  -5.571446  2.825297  1.363537
H  0.920383  1.353640  3.440662
H  2.912208  2.806754  3.484318
H  4.368839  4.449322  2.383229
H  4.879253  5.884812  0.460353
H  3.285133  6.055395  -1.439402
H  1.186158  4.784875  -1.414476
H  -0.823580  5.293487  0.730257
H  -2.639443  6.918057  0.458191
H  -4.411315  6.551041  -1.244796
H  -4.365209  4.549150  -2.667413
H  -3.352686  2.399289  -3.274894
H  -1.625775  0.685232  -2.936123
H  3.149654  1.563639  -1.318674
H  4.559371  2.137809  -3.270002
H  5.025345  2.032414  -5.610798
H  3.557851  2.453321  -6.494109
H  4.172782  0.809531  -6.562902
H  1.640920  0.412092  -5.882478
H  0.211880  -0.131610  -3.966098
F  1.841292  -0.781229  1.441084
P  2.561603  -1.687167  2.749788
F  3.088204  -2.646296  3.861265
F  1.176943  -1.434435  3.511113
F  1.741174  -2.989115  1.982528
F  3.186478  -0.367916  3.320146
F  3.781178  -1.960350  1.788129
O  1.806112  -2.437029  -0.545436
S  2.745215  -3.328877  -1.345229
C  2.538387  -2.975247  -3.112259
C  3.829682  -2.318062  -3.602840
C  4.938743  -2.797440  -2.663698
C  4.383535  -2.590611  -1.258966
H  1.645431  -2.357793  -3.191599
H  2.348032  -3.937478  -3.588332
H  3.737099  -1.236574  -3.530019
H  4.030499  -2.569530  -4.643065
H  5.876779  -2.262635  -2.802095
H  5.140669  -3.859927  -2.830186
H  4.237626  -1.538538  -1.002198
H  4.942534  -3.084557  -0.466941
C  -1.915681  -4.747772  4.834591
C  -1.956407  -3.363016  4.812802
C  -1.402542  -2.698415  3.737720
N  -0.829394  -3.327910  2.705232
C  -0.784892  -4.661817  2.740231
C  -1.313414  -5.409312  3.776124
H  -2.341019  -5.300224  5.662196
H  -2.403336  -2.798833  5.619777
H  -1.396839  -1.616266  3.697020
H  -0.304802  -5.156074  1.910935
H  -1.244408  -6.487850  3.748011

Forces on atoms 1 to 2 (eV/Å):
-0.84 -0.35 -0.64
-0.04 0.03 -0.06

Here is a cluster of 2 separate species, C5H14 in total at a distorted geometry from OMol25. Energies are from wB97M-V/def2-TZVPD.

Computed properties:
charge: +1
2S+1: 2
F_max: 1.9 eV/A
HOMO energy (spin up / spin down): -14.95 / -14.90 eV
energy relative to the best compared isomer or geometry (same formula, charge and spin): 12.4 kcal/mol
total energy: -198.467282 hartree
gap between HOMO and LUMO (spin up / spin down): 11.72 / 4.10 eV

Element x y z (Å)
C  0.642078  -1.610155  -1.386974
C  1.130225  -1.996313  0.002240
C  -0.364255  -0.540491  -1.378656
H  0.343116  -2.413225  -2.068496
H  1.628756  -1.341344  -1.920632
H  0.371581  -2.696588  0.376457
H  2.090558  -2.482624  -0.160732
H  -1.390756  -0.878301  -1.140418
H  -0.445763  -0.079784  -2.401557
H  1.221932  -1.261336  0.811406
H  -0.144383  0.304572  -0.727166
C  0.115186  1.929808  1.357229
C  -1.424768  2.057034  1.279838
H  0.435482  2.000105  2.395713
H  0.376268  0.938292  0.971766
H  0.670184  2.679437  0.805993
H  -1.789628  2.648985  0.452618
H  -1.641762  2.587433  2.212510
H  -2.005140  1.134241  1.276379

Forces on atoms 1 to 2 (eV/Å):
-0.59 0.88 0.38
1.82 0.07 -0.30

Here is the molecule C4H7NO from OMol25. Energies are from wB97M-V/def2-TZVPD.

Computed properties:
2S+1: 1
F_max: 0.6 eV/A
HOMO energy: -9.29 eV
energy relative to the best compared isomer or geometry (same formula, charge and spin): 61.4 kcal/mol
total energy: -286.533773 hartree
gap between HOMO and LUMO: 10.32 eV

Element x y z (Å)
C  -0.213763  0.747263  1.075236
O  -1.213006  0.757789  0.154101
C  -1.444589  -0.517470  -0.437629
C  1.344723  -0.359559  -0.451862
N  1.291317  0.443145  -1.436146
C  0.945752  0.106289  0.895236
H  -0.923808  -1.238704  0.195866
H  -0.471123  1.316848  1.962180
H  -2.512126  -0.720967  -0.400535
H  -1.079475  -0.574731  -1.467695
H  1.726786  -1.370555  -0.639690
H  0.834192  1.300371  -1.104410
H  1.715121  0.110283  1.655347

Forces on atoms 1 to 2 (eV/Å):
0.30 0.09 0.09
-0.15 -0.05 0.32

Here is a cluster of 2 separate species, C14H13N2O8S2 in total at a distorted geometry from OMol25. Energies are from wB97M-V/def2-TZVPD.

Computed properties:
charge: -1
2S+1: 1
F_max: 2.4 eV/A
HOMO energy: -4.72 eV
energy relative to the best compared isomer or geometry (same formula, charge and spin): 0.0 kcal/mol
total energy: -2048.940318 hartree
gap between HOMO and LUMO: 6.13 eV

Element x y z (Å)
C  1.662444  4.787592  1.554441
C  0.888838  3.806439  0.712479
O  1.259899  2.482702  1.173506
C  0.700144  1.481413  0.424874
C  0.842447  0.230156  1.115494
S  0.595475  -1.342347  0.503117
C  2.158391  -1.993202  -0.127028
C  2.461993  -1.853472  -1.484199
C  3.644551  -2.398842  -1.989708
C  4.522618  -3.084730  -1.144676
C  4.213349  -3.224905  0.211554
C  3.028655  -2.686357  0.720783
O  0.288012  -2.166146  1.651526
O  -0.236911  -1.358218  -0.674853
O  0.137705  1.708779  -0.648706
H  1.329715  5.799696  1.322250
H  1.512624  4.604206  2.623630
H  2.732983  4.722299  1.331765
H  -0.194128  3.939545  0.851119
H  1.145802  3.912903  -0.349301
H  1.308012  0.264118  2.091686
H  1.770605  -1.327520  -2.139808
H  3.871546  -2.283334  -3.049590
H  5.444052  -3.511881  -1.541944
H  4.887330  -3.756063  0.884039
H  2.774560  -2.806510  1.772245
O  -6.709473  -1.612183  0.955046
N  -5.637650  -1.173187  1.421935
O  -5.432434  -0.981132  2.647414
C  -4.556228  -0.842862  0.551523
C  -4.570364  -0.818341  -0.820603
C  -3.380274  -0.204025  -1.268580
N  -3.330465  0.508628  -2.508614
O  -2.426644  1.354213  -2.635485
O  -4.191494  0.285055  -3.383778
C  -2.464704  0.143972  -0.234327
S  -3.114759  -0.136345  1.297715
H  -5.398728  -1.148983  -1.436613
H  -1.537496  0.678870  -0.380327

Forces on atoms 1 to 2 (eV/Å):
0.20 0.12 0.07
0.23 -0.52 0.26

Here is the molecule C5H11ClN2 at a distorted geometry from OMol25. Energies are from wB97M-V/def2-TZVPD.

Computed properties:
2S+1: 1
F_max: 3.4 eV/A
HOMO energy (spin up / spin down): -7.50 / -7.50 eV
energy relative to the best compared isomer or geometry (same formula, charge and spin): 74.0 kcal/mol
total energy: -766.689491 hartree
gap between HOMO and LUMO (spin up / spin down): 8.24 / 8.24 eV

Element x y z (Å)
C  -1.271484  0.411515  1.124363
C  -0.658002  -0.976861  0.722198
C  0.618121  1.301558  -0.101345
C  0.192356  1.766209  -1.446615
C  1.240616  -1.629193  -0.513282
N  -0.159862  1.336034  1.018721
N  0.065544  -0.842576  -0.479738
Cl  2.279835  1.413652  0.368080
H  -2.069796  0.718995  0.398840
H  -1.508017  0.339519  2.326689
H  -0.023172  -1.300974  1.565915
H  -1.419357  -1.811564  0.663271
H  0.955149  1.615399  -2.137650
H  -0.141892  2.870203  -1.499876
H  -0.644916  1.121215  -1.909258
H  1.682978  -1.715959  0.532120
H  0.969396  -2.716123  -0.748482
H  1.756281  -1.116919  -1.364355
H  0.216136  1.571849  1.875929

Forces on atoms 1 to 2 (eV/Å):
-0.09 -0.82 1.67
-0.74 -0.55 0.42